#1
2 unconnected molecules or ions with the total composition C5H6FP, computed with wB97M-V/def2-TZVPD.

Atoms and positions in Å:
H  1.54129  2.28498  0.75261
F  3.09746  -0.26833  0.38758
C  1.28757  0.24750  0.05598
C  0.95835  1.51086  0.30556
H  -1.33457  -2.65576  -0.25153
C  -0.36972  1.71087  -0.37422
H  -0.94051  2.57680  -0.01217
H  0.21127  -2.46072  0.72138
C  -0.63132  -1.91159  0.25340
H  -1.06234  -1.26644  1.03445
H  -1.97849  0.45216  -1.21366
P  0.23495  -0.83784  -0.87421
C  -1.01393  0.61752  -0.78514

As for the spin multiplicity: 1.

#2
A single C5H6FP molecule, computed with wB97M-V/def2-TZVPD.

Atoms and positions in Å:
P  0.14645  1.43167  -0.30764
H  -2.41433  1.96363  -0.30353
C  1.15178  -1.28659  -0.71280
H  1.13697  -2.31739  -0.87252
H  -1.93480  1.03901  1.23726
H  1.07136  0.68996  1.97039
C  0.80274  0.36236  1.02527
H  2.06119  -1.30234  1.35372
F  -0.23929  -0.67746  -2.57495
C  -1.64526  1.22140  0.09749
H  -1.89528  0.15974  -0.18923
C  1.44810  -0.78124  0.65845
C  0.31035  -0.50275  -1.38190

As for the spin multiplicity: 1. As for the SMILES: CP1=CC=CC=1F.

We find #2 to be the most stable, with the next structure 26.7 kcal/mol higher.

#1
2 unconnected molecules or ions with the total composition C2H5NOS, computed with wB97M-V/def2-TZVPD.

Atoms and positions in Å:
C  2.56859  0.75736  1.35794
C  0.70686  -0.58432  -0.45327
N  -0.25497  0.43459  0.27562
H  -0.02573  0.40222  1.25369
H  -1.12165  0.30497  -0.07939
H  0.32572  -0.84364  -1.43968
O  1.75758  1.61230  1.59744
H  -0.11086  1.43382  0.09836
H  0.44371  -1.46951  0.18016
S  3.73798  -0.22383  1.63138

As for the spin multiplicity: 1.

#2
A single C2H5NOS molecule, computed with wB97M-V/def2-TZVPD.

Atoms and positions in Å:
C  -0.84828  -0.31722  -0.04338
C  1.92941  -0.08973  -0.18374
N  -2.24146  0.52134  -0.09502
H  2.62396  0.71113  -0.33643
H  -2.13756  1.31161  0.64085
H  2.44207  -0.65588  0.69773
O  -0.89036  -1.49460  -0.12547
H  1.60222  -0.68351  -1.04783
H  -2.95233  -0.06566  0.11048
S  0.47233  0.76252  0.38280

As for the spin multiplicity: 1. As for the SMILES: CSC(N)=O.

We find #2 to be the most stable, with the next structure 58.3 kcal/mol higher.

#1
3 unconnected molecules or ions with the total composition C3H11NO2, computed with wB97M-V/def2-TZVPD.

Atoms and positions in Å:
H  1.84001  0.84771  0.42222
H  -0.58521  0.17605  2.97034
H  1.86717  -0.85893  0.29909
C  -1.60022  0.91441  -1.19688
H  2.69069  0.12901  -0.89422
H  -2.55093  0.98831  -0.68060
O  -0.13286  0.95108  2.60806
H  0.78862  1.12630  -1.82930
C  1.77718  0.03751  -0.31553
H  -0.66075  -2.61595  0.67715
H  0.67052  -0.61812  -1.96279
C  0.58476  0.21454  -1.25892
H  0.29694  0.54509  1.84786
H  -1.42391  1.47063  -2.11304
N  -0.69867  0.26712  -0.59721
O  -1.47904  -2.26871  1.03049
H  -1.38431  -1.30606  0.99330

As for the spin multiplicity: 1. As for the SMILES: C=NCC.O.O.

#2
3 unconnected molecules or ions with the total composition C3H11NO2, computed with wB97M-V/def2-TZVPD.

Atoms and positions in Å:
H  -0.47608  2.45110  0.42576
H  -0.63544  -0.86542  2.76838
H  0.38400  -0.46367  -2.41263
O  -1.41759  2.04124  0.61337
H  0.90311  -0.62557  2.10359
H  2.11627  1.56024  -0.73658
O  1.21144  1.95219  -0.95095
C  0.02649  -1.34577  -1.80528
C  0.51879  -1.31313  -0.36419
H  1.69924  -1.31057  -0.35392
H  -1.28234  -1.66914  0.67593
H  -1.07024  -1.26012  -2.08487
H  -2.01757  2.26681  -0.06980
C  -0.38849  -1.20626  0.69839
H  0.66009  1.19742  -0.65195
H  0.55439  -2.11976  -2.39221
N  -0.01814  -1.13112  2.03648

As for the spin multiplicity: 1. As for the SMILES: C/C=C/N.O.O.

We find #1 to be the most stable, with the next structure 22.3 kcal/mol higher.

#1
A single C4H7FS molecule, computed with wB97M-V/def2-TZVPD.

Atoms and positions in Å:
H  -3.74783  -0.47761  0.15996
F  3.01964  -0.20911  0.51370
H  -2.89030  0.25849  1.51327
H  1.44869  -1.31179  0.06164
S  -1.32727  -0.59538  -0.21118
H  2.26701  -0.49373  -1.31056
H  -0.75436  1.84300  -0.34432
H  1.54874  1.78295  -0.17251
C  -2.86825  0.13281  0.42004
C  1.03173  0.82504  -0.15539
H  -2.95471  1.14174  -0.06678
C  -0.28123  0.85441  -0.19863
C  1.97478  -0.36810  -0.24686

As for the spin multiplicity: 1. As for the SMILES: CS/C=C\CF.

#2
A single C4H7FS molecule, computed with wB97M-V/def2-TZVPD.

Atoms and positions in Å:
C  1.43525  -0.46656  0.12252
F  2.82725  -0.16710  0.14641
C  -1.75255  0.80061  0.55750
H  -1.49280  1.01494  1.63886
H  1.16143  -1.19104  -0.65683
H  1.06127  1.53171  0.66153
H  -0.99983  1.03102  -1.43765
H  -2.71742  1.11689  0.21838
C  0.83597  0.82610  -0.22043
C  -0.64773  0.67529  -0.50494
H  1.34243  1.11916  -1.20984
S  -1.51722  -0.82821  -0.08668
H  1.24953  -0.88000  1.12690

As for the spin multiplicity: 1. As for the SMILES: FCC[C@@H]1CS1.

#3
A single C4H7FS molecule, computed with wB97M-V/def2-TZVPD.

Atoms and positions in Å:
C  -2.20743  -0.30231  -0.39654
H  1.52859  0.99825  -1.37840
H  -2.14168  -0.20864  -1.47194
F  -3.37987  0.13492  0.05142
H  -1.52087  -0.94465  1.42475
H  2.38641  -0.77367  0.10736
H  2.09170  1.66901  0.18839
H  1.26986  -0.33736  1.43177
S  0.18394  -1.52511  -0.32625
C  -1.28566  -0.83055  0.36615
C  1.31001  1.03390  -0.25890
H  0.33655  1.43718  -0.07926
C  1.42846  -0.35097  0.34144

As for the spin multiplicity: 1. As for the SMILES: CCS/C=C/F.

We find #3 to be the most stable, with the next structure 5.8 kcal/mol higher.

#1
2 unconnected molecules or ions with the total composition C4H12S, computed with wB97M-V/def2-TZVPD.

Atoms and positions in Å:
H  -1.05392  0.16789  -1.34961
H  2.40986  1.38179  2.27046
H  -2.26825  -0.59161  -4.08723
H  -1.65898  1.01655  -3.69930
C  1.50662  0.88666  2.61002
H  0.93230  -1.09269  -0.48469
H  -0.38629  -0.90787  -2.47919
H  2.24867  -1.04342  0.60218
H  -3.17141  0.42151  -2.98510
H  -1.90829  -1.27524  -1.67785
H  0.89627  1.58083  3.18684
S  0.40565  0.34489  1.29461
C  -2.16251  0.14428  -3.28392
C  -1.34833  -0.48954  -2.17366
H  0.87697  -2.02805  1.04952
C  1.18500  -1.10811  0.57249
H  1.78646  0.06691  3.26208

As for the spin multiplicity: 1. As for the SMILES: CSC.CC.

#2
2 unconnected molecules or ions with the total composition C4H12S, computed with wB97M-V/def2-TZVPD.

Atoms and positions in Å:
H  1.49650  0.11623  1.46084
H  0.72461  -2.65786  2.51492
C  -1.91451  -0.02239  -0.72788
H  -0.54640  2.64286  -0.62391
H  0.47900  1.65955  0.38310
H  1.06078  2.15666  -1.21272
C  1.83621  -0.87436  1.75816
H  -1.90929  0.27604  0.31562
C  0.57790  -1.63983  2.17747
H  0.04801  -1.07854  2.95176
H  -0.09428  -1.65374  1.32201
S  -0.34114  0.34931  -1.50829
H  2.26472  -1.36202  0.88779
H  -2.75031  0.49904  -1.19273
C  0.18826  1.83024  -0.65051
H  -2.11705  -1.09364  -0.78694
H  2.54785  -0.79667  2.58202

As for the spin multiplicity: 1. As for the SMILES: CSC.CC.

#3
2 unconnected molecules or ions with the total composition C4H12S, computed with wB97M-V/def2-TZVPD.

Atoms and positions in Å:
H  -1.22228  -2.09373  -2.69803
H  -0.37972  0.15525  -2.65758
C  -0.21255  -1.99209  -3.08415
H  1.14789  -0.36423  -3.43541
H  -1.35915  -0.60972  1.80525
C  -1.15307  0.32425  2.32323
H  0.96164  -0.69683  -1.79008
H  2.04641  2.10991  2.69205
H  0.39286  -2.80404  -2.68367
C  0.97314  2.03455  2.86139
H  -1.39665  1.14699  1.65469
H  0.81473  2.43294  3.86263
H  -1.81110  0.37541  3.18869
H  0.40422  2.54837  2.09680
S  0.62690  0.24209  2.72578
C  0.37438  -0.62105  -2.70541
H  -0.20766  -2.18808  -4.15619

As for the spin multiplicity: 1. As for the SMILES: CSC.CC.

We find #2 to be the most stable, with the next structure 1.2 kcal/mol higher.

#1
2 unconnected molecules or ions with the total composition C4H12S, computed with wB97M-V/def2-TZVPD.

Atoms and positions in Å:
C  -0.36320  0.70793  2.94831
H  0.55073  0.22449  2.39797
C  0.00594  -1.61612  -2.65957
C  1.64806  0.70304  -1.81503
C  -1.58010  0.36565  2.18453
H  -0.49642  -2.03633  -1.82994
H  -0.54277  -1.89117  -3.59211
H  -0.19028  0.41490  3.94533
H  -1.42098  -0.62454  1.81507
H  -1.79793  1.03617  1.29724
S  0.12417  0.24686  -2.65337
H  -2.60063  0.58663  2.79386
H  1.73088  1.74179  -1.90730
H  -0.20528  1.75397  3.37670
H  1.88437  0.33715  -0.81183
H  0.94428  -2.16665  -2.88991
H  2.30914  0.21626  -2.59995

As for the spin multiplicity: 1. As for the SMILES: CSC.CC.

#2
2 unconnected molecules or ions with the total composition C4H12S, computed with wB97M-V/def2-TZVPD.

Atoms and positions in Å:
H  1.01961  -0.94988  2.05948
H  -1.36911  -2.82329  1.95240
C  1.15734  1.23510  -2.34642
C  -0.50755  -2.41863  1.38365
H  -0.22375  -3.18775  0.57125
H  -1.41394  2.43862  -1.97720
H  1.09303  -2.34491  2.78557
H  -0.99129  -1.67135  0.89560
H  -0.31688  3.09320  -0.58880
H  2.18685  1.17479  -2.10463
C  0.28433  -1.69754  2.44931
H  0.92738  2.38241  -2.66880
H  1.20265  0.68146  -3.27767
H  -0.30332  -1.30291  3.37235
C  -0.94832  2.28946  -1.02334
S  -0.13197  0.67931  -1.31030
H  -1.66504  2.42193  -0.17243

As for the spin multiplicity: 1. As for the SMILES: CSC.CC.

We find #1 to be the most stable, with the next structure 4.6 kcal/mol higher.

#1
A single C2H4NP molecule, computed with wB97M-V/def2-TZVPD.

Atoms and positions in Å:
H  0.50244  -0.71056  0.36232
P  0.02891  1.66842  0.10887
H  -1.15808  -0.28728  -0.05466
C  -1.33663  0.71932  -0.19113
C  1.13140  0.27206  0.20211
H  -2.35930  1.09452  -0.56445
H  2.92533  -0.40762  -0.28980
N  2.34539  0.34277  -0.21409

As for the spin multiplicity: 1. As for the SMILES: [H]/N=C/P=C.

#2
A single C2H4NP molecule, computed with wB97M-V/def2-TZVPD.

Atoms and positions in Å:
N  -1.81190  -0.04003  -0.16877
H  -0.41632  -1.43938  0.62422
H  0.01862  1.39517  -0.11598
P  2.03280  -0.14027  -0.04097
C  0.45180  0.45299  0.13525
C  -0.67592  -0.45603  0.14980
H  2.90953  0.93175  -0.55887
H  -2.50861  -0.70421  -0.02468

As for the spin multiplicity: 1. As for the SMILES: [H]/N=C/C=P/[H].

We find #2 to be the most stable, with the next structure 7.2 kcal/mol higher.